Entry 1:
# C3H8O

A 3-piece molecular cluster, C3H8O overall (the ωB97M-V functional and the def2-TZVPD basis, the OMol25 dataset).

Atoms and positions in Å:
1 H 0.27 0.78 1.93
2 H -0.31 0.87 2.38
3 C 1.69 -0.31 -0.25
4 C 1.04 0.12 -1.33
5 H 2.64 0.11 0.05
6 H 1.29 -1.11 0.36
7 H 0.09 -0.32 -1.62
8 H 1.43 0.92 -1.95
9 C -2.04 -0.26 0.11
10 O -1.70 -1.29 -0.42
11 H -1.57 0.71 -0.14
12 H -2.83 -0.23 0.88

For the highest occupied orbital energy, the calculation gives -0.3706 Eh. The HOMO-LUMO gap comes out at 0.4005 hartree. The LUMO energy comes out at 0.81 eV. The charge is 0. The SMILES is [H][H].C=C.C=O.

Entry 2:
# C5H6O2

One molecule with the formula C5H6O2 (the ωB97M-V functional and the def2-TZVPD basis, the OMol25 dataset).

Atoms and positions in Å:
1 C -1.24 2.53 0.89
2 C -1.07 1.57 0.18
3 C -0.79 0.31 -0.52
4 O -1.38 -0.03 -1.52
5 C 0.30 -0.51 0.17
6 C 0.69 -1.74 -0.61
7 O 1.45 0.30 0.34
8 H -1.41 3.39 1.50
9 H -0.11 -0.80 1.16
10 H 1.36 -2.36 -0.02
11 H 1.20 -1.45 -1.54
12 H -0.20 -2.31 -0.88
13 H 1.20 1.09 0.84

For the highest occupied orbital energy, the calculation gives -0.3731 Eh. The HOMO-LUMO gap comes out at 0.3756 hartree. The LUMO energy comes out at 0.07 eV. The charge is 0. The SMILES is C#CC(=O)[C@@H](C)O.

Entry 3:
# C16H23N6O3RuS

C16H23N6O3RuS as an isolated structure at a distorted geometry (the ωB97M-V functional and the def2-TZVPD basis, the OMol25 dataset).

Atoms and positions in Å:
1 Ru 3.97 -14.47 2.46
2 C 0.10 -12.16 3.19
3 C 1.14 -12.86 2.34
4 O 2.42 -12.65 2.76
5 C 0.71 -13.89 1.47
6 C 1.35 -14.92 0.81
7 C 0.52 -15.77 -0.16
8 N 2.66 -15.24 1.00
9 N 3.01 -16.52 0.43
10 C 4.09 -16.95 0.90
11 O 4.88 -16.33 1.76
12 C 4.61 -18.33 0.52
13 C 5.70 -18.87 1.20
14 C 6.22 -20.10 0.78
15 C 5.53 -20.81 -0.16
16 C 4.39 -20.29 -0.83
17 C 3.93 -19.06 -0.44
18 H 0.44 -12.10 4.23
19 H -0.90 -12.69 3.18
20 H -0.14 -11.14 2.89
21 H -0.37 -13.85 1.26
22 H -0.52 -15.44 -0.04
23 H 0.55 -16.83 -0.02
24 H 0.87 -15.60 -1.17
25 H 6.14 -18.27 1.95
26 H 7.07 -20.55 1.26
27 H 5.91 -21.76 -0.49
28 H 3.96 -20.88 -1.63
29 H 3.06 -18.66 -0.93
30 N 4.27 -16.27 4.55
31 N 5.62 -16.52 4.49
32 C 6.40 -15.46 4.33
33 N 7.69 -15.75 4.17
34 S 5.80 -13.85 4.39
35 H 3.92 -16.24 5.53
36 H 3.78 -16.94 3.96
37 H 5.98 -17.47 4.32
38 H 8.02 -16.70 4.15
39 H 8.34 -14.99 4.12
40 N 6.26 -10.27 2.35
41 C 5.27 -11.17 2.45
42 O 5.31 -12.24 1.85
43 C 4.11 -10.97 3.33
44 C 2.79 -11.27 2.58
45 H 6.95 -10.42 1.62
46 H 6.22 -9.38 2.84
47 H 4.04 -9.99 3.80
48 H 4.23 -11.67 4.13
49 H 2.80 -11.03 1.50
50 H 2.01 -10.67 3.05

For the highest occupied orbital energy (spin up / spin down), the calculation gives -0.1681 / -0.2461 Eh. The HOMO-LUMO gap (spin up / spin down) comes out at 0.1778 / 0.2551 hartree. The multiplicity is 6. The expectation value of S² is 8.78. The LUMO energy (spin up / spin down) comes out at 0.27 / 0.25 eV. The charge is 0.

Entry 4:
# C5H7NO

One molecule with the formula C5H7NO (the ωB97M-V functional and the def2-TZVPD basis, the OMol25 dataset).

Atoms and positions in Å:
1 O -1.12 -1.33 -2.77
2 C -0.67 0.00 -2.56
3 C -0.29 0.21 -1.15
4 C 0.13 0.15 -0.03
5 C 0.78 -0.08 1.24
6 C 0.66 0.84 2.40
7 N 0.02 -0.46 2.43
8 H -0.54 -1.90 -2.25
9 H 0.21 0.23 -3.18
10 H -1.48 0.66 -2.88
11 H 1.71 -0.63 1.14
12 H 0.05 1.73 2.30
13 H 1.52 0.94 3.06
14 H -0.98 -0.37 2.24

For the highest occupied orbital energy, the calculation gives -0.3455 Eh. The HOMO-LUMO gap comes out at 0.3765 hartree. The LUMO energy comes out at 0.84 eV. The charge is 0. The SMILES is OCC#C[C@H]1CN1.

Entry 5:
# C5H10O

One molecule with the formula C5H10O (the ωB97M-V functional and the def2-TZVPD basis, the OMol25 dataset).

Atoms and positions in Å:
1 C -2.18 0.30 0.19
2 C -1.03 -0.57 -0.30
3 C -0.01 -0.92 0.73
4 C 1.34 -1.01 0.13
5 C 1.63 0.51 0.29
6 O 1.47 1.14 -0.96
7 H -1.85 1.34 0.32
8 H -2.55 -0.05 1.16
9 H -3.01 0.31 -0.52
10 H -1.40 -1.60 -0.48
11 H -0.63 -0.21 -1.26
12 H 0.93 0.93 1.03
13 H 2.05 -1.61 0.71
14 H 1.42 -1.26 -0.94
15 H 2.63 0.65 0.70
16 H 1.20 2.05 -0.81

For the highest occupied orbital energy, the calculation gives -0.2995 Eh. The HOMO-LUMO gap comes out at 0.3251 hartree. The LUMO energy comes out at 0.70 eV. The charge is 0.

Entry 6:
# C2H4ClN2

A 2-piece molecular cluster, C2H4ClN2 overall at a distorted geometry (the ωB97M-V functional and the def2-TZVPD basis, the OMol25 dataset).

Atoms and positions in Å:
1 C 0.81 -1.13 0.36
2 C -0.61 0.92 0.33
3 N 0.07 -0.19 0.45
4 N 1.35 -2.15 0.08
5 Cl -1.04 1.60 -2.67
6 H -0.26 1.54 1.17
7 H -0.62 1.38 -0.82
8 H -1.67 0.73 0.50
9 H 1.98 -2.71 0.60

For the highest occupied orbital energy (spin up / spin down), the calculation gives -0.5750 / -0.5742 Eh. The HOMO-LUMO gap (spin up / spin down) comes out at 0.2042 / 0.2034 hartree. The LUMO energy (spin up / spin down) comes out at -10.09 / -10.09 eV. The charge is +1.

Entry 7:
# C17H29FGaNO2P2

C17H29FGaNO2P2 as an isolated structure at a distorted geometry (the ωB97M-V functional and the def2-TZVPD basis, the OMol25 dataset).

Atoms and positions in Å:
1 C -1.09 0.65 -3.85
2 C -0.32 0.35 -2.70
3 N -0.95 -0.30 -1.65
4 C -2.27 -0.52 -1.65
5 C -3.05 -0.22 -2.77
6 C -2.44 0.36 -3.89
7 C 1.04 0.75 -2.56
8 P 1.98 0.09 -1.22
9 Ga 0.24 -1.05 -0.05
10 P -1.90 -0.96 1.06
11 C -2.94 -1.15 -0.44
12 C 1.23 -0.97 1.71
13 C 2.07 -2.06 1.94
14 C 2.79 -2.16 3.13
15 C 2.66 -1.17 4.11
16 C 1.82 -0.08 3.88
17 C 1.10 0.02 2.68
18 O 0.11 3.51 -1.75
19 O -1.76 2.83 -0.15
20 H -0.57 1.13 -4.67
21 H -4.11 -0.46 -2.74
22 H -3.03 0.59 -4.77
23 C 3.19 -1.19 -1.68
24 C 2.88 1.45 -0.44
25 H -3.92 -0.68 -0.26
26 H -3.09 -2.23 -0.61
27 H 0.54 2.81 -2.30
28 H 1.53 1.12 -3.46
29 C -2.18 -2.39 2.11
30 C -2.56 0.53 1.83
31 H 2.15 -2.85 1.19
32 H 3.45 -3.01 3.30
33 H 3.22 -1.24 5.05
34 H 1.71 0.71 4.63
35 H 0.44 0.87 2.51
36 H -0.17 2.06 0.58
37 H -2.00 3.61 0.37
38 H -1.08 3.14 -0.84
39 H 0.07 4.31 -2.30
40 H 0.28 1.40 0.51
41 H 3.88 -0.79 -2.43
42 H 3.75 -1.51 -0.79
43 H 2.66 -2.06 -2.09
44 H 3.75 1.70 -1.06
45 H 2.22 2.33 -0.36
46 H 3.21 1.15 0.56
47 H -3.65 0.43 1.93
48 H -2.11 0.65 2.83
49 H -2.32 1.41 1.21
50 H -3.24 -2.49 2.38
51 H -1.84 -3.30 1.59
52 H -1.58 -2.28 3.03
53 F 0.23 -2.82 -0.61

For the highest occupied orbital energy, the calculation gives -0.2514 Eh. The HOMO-LUMO gap comes out at 0.2696 hartree. The LUMO energy comes out at 0.50 eV. The charge is 0.

Entry 8:
# C20H25NO4

One molecule with the formula C20H25NO4 (the ωB97M-V functional and the def2-TZVPD basis, the OMol25 dataset).

Atoms and positions in Å:
1 C -5.69 -1.74 -2.60
2 O -5.49 -0.87 -1.51
3 C -4.42 -0.03 -1.54
4 C -4.29 0.83 -0.45
5 C -3.24 1.72 -0.38
6 C -2.29 1.78 -1.40
7 C -1.11 2.71 -1.28
8 C -0.02 2.12 -0.37
9 C 0.48 0.80 -0.94
10 O 1.43 0.73 -1.68
11 N -0.27 -0.27 -0.58
12 C 0.06 -1.62 -0.96
13 C 0.51 -2.45 0.24
14 C 1.48 -1.69 1.10
15 C 1.25 -1.49 2.45
16 C 2.13 -0.74 3.22
17 C 3.25 -0.16 2.65
18 O 4.16 0.61 3.31
19 C 3.99 0.81 4.69
20 C 3.48 -0.34 1.27
21 O 4.57 0.30 0.76
22 C 4.73 0.31 -0.64
23 C 2.62 -1.12 0.53
24 C -2.42 0.93 -2.48
25 C -3.47 0.03 -2.56
26 H -4.86 -2.44 -2.71
27 H -5.83 -1.19 -3.53
28 H -6.60 -2.30 -2.37
29 H -5.04 0.79 0.33
30 H -3.16 2.39 0.47
31 H -1.43 3.67 -0.87
32 H -0.68 2.88 -2.27
33 H 0.82 2.81 -0.32
34 H -0.42 1.97 0.64
35 H -1.03 -0.14 0.07
36 H 0.86 -1.54 -1.70
37 H -0.81 -2.08 -1.44
38 H 0.96 -3.38 -0.12
39 H -0.36 -2.72 0.85
40 H 0.37 -1.92 2.92
41 H 1.93 -0.62 4.27
42 H 4.83 1.42 5.01
43 H 4.01 -0.14 5.24
44 H 3.05 1.33 4.91
45 H 3.83 0.65 -1.15
46 H 5.55 1.01 -0.83
47 H 5.01 -0.68 -1.01
48 H 2.81 -1.28 -0.52
49 H -1.69 0.95 -3.27
50 H -3.54 -0.62 -3.42

For the highest occupied orbital energy, the calculation gives -0.2856 Eh. The HOMO-LUMO gap comes out at 0.3103 hartree. The LUMO energy comes out at 0.67 eV. The charge is 0. The SMILES is COc1ccc(CCC(=O)NCCc2ccc(OC)c(OC)c2)cc1.

Entry 9:
# C29H26N3NdO3

C29H26N3NdO3 as an isolated structure (the ωB97M-V functional and the def2-TZVPD basis, the OMol25 dataset).

Atoms and positions in Å:
1 Nd -0.35 -0.01 -0.08
2 C 4.55 -0.41 -0.27
3 C 5.03 0.88 -0.07
4 C 4.14 1.93 0.04
5 C 2.77 1.69 -0.04
6 N 2.32 0.43 -0.20
7 C 3.18 -0.58 -0.32
8 C 1.75 2.77 0.03
9 C 2.12 4.11 0.04
10 C 1.15 5.10 0.07
11 C -0.19 4.75 0.07
12 C -0.54 3.41 0.05
13 C 0.41 2.38 0.03
14 H 5.21 -1.26 -0.38
15 H 6.10 1.06 -0.01
16 H 4.51 2.93 0.19
17 H 2.75 -1.56 -0.47
18 H 3.16 4.41 0.01
19 H 1.45 6.15 0.07
20 H -0.96 5.52 0.09
21 H -1.60 3.15 0.05
22 C -4.62 -2.66 1.37
23 C -4.98 -1.36 2.07
24 C -4.58 -0.08 1.34
25 C -5.06 1.15 2.16
26 C -4.75 2.51 1.57
27 C -5.28 -0.01 -0.02
28 O -6.45 -0.26 -0.14
29 N -4.52 0.34 -1.14
30 C -3.17 0.62 -1.11
31 O -2.48 0.77 -2.11
32 N -2.57 0.65 0.11
33 C -3.08 0.02 1.20
34 O -2.26 -0.38 2.03
35 H -4.94 -3.52 1.96
36 H -3.54 -2.76 1.21
37 H -5.10 -2.74 0.39
38 H -4.51 -1.32 3.05
39 H -6.06 -1.31 2.23
40 H -4.64 1.05 3.16
41 H -6.14 1.01 2.26
42 H -3.68 2.71 1.51
43 H -5.19 3.30 2.19
44 H -5.16 2.63 0.56
45 H -4.97 0.30 -2.04
46 C -3.31 -4.74 -1.63
47 C -3.20 -3.35 -1.86
48 C -2.13 -2.67 -1.37
49 C -1.08 -3.30 -0.64
50 C 0.03 -2.55 -0.13
51 C 0.96 -3.26 0.58
52 C 0.85 -4.66 0.83
53 C -0.21 -5.36 0.34
54 C -1.21 -4.69 -0.41
55 C -2.34 -5.39 -0.92
56 H -4.16 -5.29 -2.02
57 H -3.97 -2.83 -2.42
58 H -2.06 -1.61 -1.56
59 H 1.82 -2.76 1.03
60 H 1.61 -5.17 1.41
61 H -0.31 -6.42 0.53
62 H -2.42 -6.46 -0.74

For the highest occupied orbital energy (spin up / spin down), the calculation gives -0.2899 / -0.2909 Eh. The HOMO-LUMO gap (spin up / spin down) comes out at 0.2875 / 0.2906 hartree. The multiplicity is 4. The expectation value of S² is 3.76. The LUMO energy (spin up / spin down) comes out at -0.07 / -0.01 eV. The charge is 0.

Entry 10:
# C8H10N2

One molecule with the formula C8H10N2 at a distorted geometry (the ωB97M-V functional and the def2-TZVPD basis, the OMol25 dataset).

Atoms and positions in Å:
1 C -0.78 -1.85 -0.65
2 C 0.21 -1.24 0.25
3 C 1.43 -1.02 -0.05
4 N 2.61 -1.21 -0.17
5 C -0.42 -0.27 1.34
6 C -1.41 0.73 0.59
7 C -0.82 1.50 -0.53
8 C 0.44 1.82 -0.76
9 C 1.54 1.53 0.14
10 N 2.52 1.49 0.72
11 H -0.38 -2.80 -1.23
12 H -1.13 -1.12 -1.41
13 H -1.53 -2.29 -0.08
14 H 3.19 -0.62 -0.78
15 H 0.32 0.41 1.87
16 H -0.91 -0.82 2.10
17 H -1.70 1.54 1.29
18 H -2.39 0.10 0.40
19 H -1.55 1.73 -1.33
20 H 0.76 2.37 -1.74

For the highest occupied orbital energy, the calculation gives -0.3062 Eh. The HOMO-LUMO gap comes out at 0.3310 hartree. The LUMO energy comes out at 0.68 eV. The charge is 0. The SMILES is CC(=C=N)CC/C=C\C#N.

Entry 11:
# C5H6O2S

One molecule with the formula C5H6O2S at a distorted geometry (the ωB97M-V functional and the def2-TZVPD basis, the OMol25 dataset).

Atoms and positions in Å:
1 O -2.98 -0.02 0.35
2 C -2.02 -0.76 0.13
3 C -0.68 -0.40 -0.69
4 O -0.54 0.91 -0.89
5 C 0.14 1.51 0.18
6 C 1.05 0.47 0.91
7 S 2.22 -0.44 -0.15
8 C 0.39 -0.80 0.25
9 H -1.80 -2.02 0.44
10 H -0.68 -1.24 -1.47
11 H -0.62 2.06 0.64
12 H 0.91 2.27 -0.24
13 H 1.35 0.61 1.85
14 H 0.07 -1.73 0.86

For the highest occupied orbital energy, the calculation gives -0.3417 Eh. The HOMO-LUMO gap comes out at 0.3550 hartree. The LUMO energy comes out at 0.36 eV. The charge is 0. The SMILES is O=C[C@H]1OC[C@@H]2S[C@@H]21.

Entry 12:
# C27H23ClO4S

A 2-piece molecular cluster, C27H23ClO4S overall at a distorted geometry (the ωB97M-V functional and the def2-TZVPD basis, the OMol25 dataset).

Atoms and positions in Å:
1 C -4.79 -0.21 6.18
2 O -4.91 0.35 4.85
3 C -3.91 0.07 3.98
4 C -4.01 0.60 2.66
5 C -3.00 0.37 1.76
6 C -1.83 -0.40 2.09
7 C -0.83 -0.50 1.10
8 C 0.42 -1.20 1.08
9 C 1.17 -1.14 -0.13
10 C 2.37 -1.80 -0.29
11 C 2.87 -2.58 0.76
12 O 4.01 -3.33 0.51
13 C 3.93 -4.73 0.53
14 C 4.17 -5.38 -0.68
15 C 3.92 -6.75 -0.76
16 C 3.49 -7.45 0.37
17 C 3.32 -6.79 1.59
18 C 3.57 -5.42 1.68
19 C 2.21 -2.60 2.00
20 C 1.00 -1.94 2.15
21 C -1.79 -0.96 3.40
22 C -2.79 -0.72 4.32
23 H -5.69 0.12 6.69
24 H -4.75 -1.31 6.14
25 H -3.89 0.17 6.69
26 H -4.89 1.18 2.41
27 H -3.08 0.78 0.75
28 H -1.06 0.03 0.17
29 H 0.78 -0.56 -0.96
30 H 2.92 -1.76 -1.23
31 H 4.50 -4.80 -1.54
32 H 4.07 -7.26 -1.72
33 H 3.29 -8.52 0.30
34 H 3.00 -7.33 2.48
35 H 3.46 -4.89 2.63
36 H 2.65 -3.15 2.83
37 H 0.53 -2.00 3.12
38 H -0.98 -1.60 3.71
39 H -2.71 -1.15 5.33
40 Cl 0.22 1.88 -2.14
41 C 0.19 3.23 -3.09
42 S -1.22 4.21 -3.17
43 C -0.74 5.51 -4.34
44 C -0.26 6.72 -3.86
45 C 0.14 7.72 -4.75
46 C 0.03 7.50 -6.13
47 C -0.46 6.28 -6.61
48 C -0.85 5.29 -5.71
49 O -2.31 3.51 -3.81
50 O -1.44 4.91 -1.93
51 H 1.07 3.51 -3.64
52 H -0.19 6.89 -2.78
53 H 0.52 8.67 -4.36
54 H 0.34 8.28 -6.83
55 H -0.54 6.10 -7.68
56 H -1.24 4.34 -6.07

For the highest occupied orbital energy, the calculation gives -0.1934 Eh. The HOMO-LUMO gap comes out at 0.0853 hartree. The LUMO energy comes out at -2.94 eV. The charge is 0.